This record from the OMol25 dataset describes a 2-piece molecular cluster, C3H3N2P overall in a non-equilibrium geometry. The level of theory is ωB97M-V/def2-TZVPD.

Summary:
* ΔE to the lowest compared entry with this formula, charge and spin: 36.7 kJ/mol
* molecular weight: 98.0 g/mol
* 2S+1: 3

XYZ file:
```
9
Properties=species:S:1:pos:R:3:mulliken_charge:R:1
P 0.01053 -0.59899 -1.22781 0.0795
C -1.35718 0.17247 -0.19193 -0.7546
C 1.71020 1.15343 -0.18785 0.0688
C 0.73132 -1.56611 0.10183 0.2756
H -2.24631 -0.25778 0.34089 0.3173
H -0.65335 0.36692 0.58290 0.2894
N 2.27308 1.88476 0.46767 -0.2817
H -1.67163 1.01860 -0.80941 0.2920
N 1.20334 -2.17330 0.92372 -0.2863
```

=====

This record from the OMol25 dataset describes an isolated ion of composition C3H3N2S and charge -1 in a non-equilibrium geometry. The level of theory is ωB97M-V/def2-TZVPD.

Summary:
* SMILES string: [S-]n1cccn1
* ΔE to the lowest compared entry with this formula, charge and spin: 160.0 kJ/mol
* molecular weight: 99.1 g/mol
* charge: -1

XYZ file:
```
9
Properties=species:S:1:pos:R:3:mulliken_charge:R:1
C -1.16812 -0.19221 0.56128 -0.0704
C 0.72539 0.49216 -0.37919 -0.2383
C -0.31194 0.94978 0.44518 -0.7242
N 0.67171 -0.78959 -0.51497 0.2833
S 1.77730 -1.81237 -1.23719 -0.6215
N -0.68452 -1.27046 -0.03115 -0.6496
H -2.18998 -0.18317 1.12810 0.2740
H 1.65203 0.98094 -0.84962 0.3018
H -0.47186 1.82493 0.87757 0.4448
```

=====

This record from the OMol25 dataset describes an isolated ion of composition C3H3N2S3 and charge -1 in a non-equilibrium geometry. The level of theory is ωB97M-V/def2-TZVPD.

Summary:
* SMILES string: CN(N=C=S)C(=S)[S-]
* ΔE to the lowest compared entry with this formula, charge and spin: 208.0 kJ/mol
* molecular weight: 163.3 g/mol
* charge: -1

XYZ file:
```
11
Properties=species:S:1:pos:R:3:mulliken_charge:R:1
C -1.45463 -1.75675 0.28362 0.3160
H -0.34149 0.71862 1.72763 0.3599
S 1.17207 1.78837 -1.61443 -0.5063
N -0.42151 -1.12361 0.30822 -0.3869
H 1.38572 1.38895 1.21326 0.2208
C 0.29077 1.05991 0.86976 -0.9890
S 0.88896 -1.05858 -2.47677 -0.4413
N 0.35242 -0.05174 -0.01166 0.3022
S -2.46213 -2.99774 0.49125 -0.3756
C 0.82535 0.18886 -1.27200 0.0961
H -0.23552 1.84371 0.48112 0.4042
```

=====

This record from the OMol25 dataset describes the molecule C3H3N3 in a non-equilibrium geometry. The level of theory is ωB97M-V/def2-TZVPD.

Summary:
* SMILES string: CN=C=NC#N
* ΔE to the lowest compared entry with this formula, charge and spin: 327.8 kJ/mol
* molecular weight: 81.1 g/mol

XYZ file:
```
9
Properties=species:S:1:pos:R:3:mulliken_charge:R:1
N 0.84135 -0.86931 -1.40635 -0.4561
H 0.47238 0.75413 1.55409 0.3551
N 0.25371 1.03831 -0.28358 -0.0515
H -1.29175 0.72815 0.95673 0.3264
C 0.33178 0.00979 -0.69017 0.3395
C 0.38558 -2.12186 -1.29599 0.4458
C -0.32832 1.16987 1.03771 -0.7389
H -0.34436 2.33451 1.14730 0.2201
N -0.32038 -3.04359 -1.01973 -0.4404
```

=====

This record from the OMol25 dataset describes the molecule C3H3N3 in a non-equilibrium geometry. The level of theory is ωB97M-V/def2-TZVPD.

Summary:
* SMILES string: [H]/N=C1\C=NC=N1
* ΔE to the lowest compared entry with this formula, charge and spin: 256.1 kJ/mol
* molecular weight: 81.1 g/mol

XYZ file:
```
9
Properties=species:S:1:pos:R:3:mulliken_charge:R:1
N 1.15291 0.73841 0.02434 -0.4752
H 0.14263 -1.81426 1.75758 0.2368
C 0.50036 -0.42913 0.45256 0.6170
C 0.30103 1.23989 -0.93918 -0.0007
H 0.36419 2.43626 -1.31589 0.2747
H -1.40816 -1.18647 -0.15370 0.4824
N -1.02429 0.58377 -1.02750 -0.4581
N 0.72653 -1.09312 1.52245 -0.5479
C -0.75521 -0.47535 -0.32065 -0.1291
```

=====

This record from the OMol25 dataset describes the molecule C3H3N3 in a non-equilibrium geometry. The level of theory is ωB97M-V/def2-TZVPD.

Summary:
* SMILES string: C1#CNN=NC1
* ΔE to the lowest compared entry with this formula, charge and spin: 512.3 kJ/mol
* molecular weight: 81.1 g/mol

XYZ file:
```
9
Properties=species:S:1:pos:R:3:mulliken_charge:R:1
N -1.71836 0.10290 0.06745 -0.2231
N -0.79164 -1.20206 -0.02838 -0.1715
N 0.37509 -1.11372 0.03483 -0.0151
H 2.01709 -0.02338 -0.72555 0.2201
C 0.37224 1.15346 0.04029 -0.2217
H -2.54355 -0.02999 -0.49683 0.2845
H 1.84821 -0.04398 1.04992 0.2139
C -0.86479 1.09616 -0.04573 0.0200
C 1.30570 0.06062 0.10400 -0.1071
```

=====

Please write out number 2 again, unchanged.
This record from the OMol25 dataset describes an isolated ion of composition C3H3N2S and charge -1 in a non-equilibrium geometry. The level of theory is ωB97M-V/def2-TZVPD.

Summary:
* SMILES string: [S-]n1cccn1
* ΔE to the lowest compared entry with this formula, charge and spin: 160.0 kJ/mol
* molecular weight: 99.1 g/mol
* charge: -1

XYZ file:
```
9
Properties=species:S:1:pos:R:3:mulliken_charge:R:1
C -1.16812 -0.19221 0.56128 -0.0704
C 0.72539 0.49216 -0.37919 -0.2383
C -0.31194 0.94978 0.44518 -0.7242
N 0.67171 -0.78959 -0.51497 0.2833
S 1.77730 -1.81237 -1.23719 -0.6215
N -0.68452 -1.27046 -0.03115 -0.6496
H -2.18998 -0.18317 1.12810 0.2740
H 1.65203 0.98094 -0.84962 0.3018
H -0.47186 1.82493 0.87757 0.4448
```

=====

Q: What is the ΔE to the lowest compared entry with this formula, charge and spin in the sixth record?
A: 512.3 kJ/mol

=====

Q: Look up the ΔE to the lowest compared entry with this formula, charge and spin of the first one.
A: 36.7 kJ/mol

=====

Q: Look up the molecular weight of the fifth one.
A: 81.1 g/mol